No. 1
Here is C5H11N3O2 in the gas phase in a non-equilibrium geometry from the Open Molecules 2025 dataset. Energies are from the ωB97M-V functional and the def2-TZVPD basis.

2S+1 = 1
energy relative to the best compared isomer or geometry (same formula, charge and spin) = 907.4 kJ/mol
structure (SMILES) = O=NN(O)N1CCCCC1
Kohn-Sham gap = 9.402 eV

Last column: natural (NBO) charge in e.
Element x y z (Å)
C -0.9345 -1.0675 0.3642  -0.257
C -0.1576 1.2031 1.1210  -0.225
N 1.2501 -0.3190 -0.1693  0.135
H -2.0635 -0.3371 -1.6016  0.231
H 0.6322 1.3869 1.7984  0.220
C -2.6701 0.5763 0.3538  -0.423
O 2.3420 -0.4435 -1.9977  -0.412
H 0.1137 2.1463 0.3630  0.170
H -2.1356 2.3180 1.3523  0.221
H 2.9497 -0.4925 -0.6460  0.463
O 2.5900 -0.6392 0.2406  -0.535
C -1.7111 1.2510 1.3688  -0.428
H -1.8122 1.1361 2.4510  0.218
H -2.9142 -1.5119 -0.6528  0.228
H -0.3701 -1.8092 -0.3408  0.228
H -1.0414 -1.7888 1.3297  0.230
H -2.8550 1.5588 -0.1939  0.214
H -3.5134 0.2506 0.8442  0.223
N 0.2236 -0.1211 0.7088  -0.282
N 1.3302 0.0811 -1.5301  0.214
C -2.2055 -0.5764 -0.4932  -0.432

No. 2
Here is a gas-phase ion, C7H11N2S2 (charge +1) in a non-equilibrium geometry from the Open Molecules 2025 dataset. Energies are from the ωB97M-V functional and the def2-TZVPD basis.

2S+1 = 1
energy relative to the best compared isomer or geometry (same formula, charge and spin) = 294.3 kJ/mol
net charge = +1
Kohn-Sham gap = 6.970 eV

Last column: natural (NBO) charge in e.
Element x y z (Å)
C 2.5436 0.6672 1.2517  -0.504
H 2.3704 1.7462 -1.1972  0.221
H 3.4248 -0.8021 -0.0003  0.219
C -3.5240 -1.7637 0.0000  -0.040
H 3.1725 0.4654 -2.1421  0.277
H 4.3518 0.6012 -0.0004  0.241
C -2.9760 0.3949 0.0001  0.275
H -5.0097 -0.2275 0.0000  0.463
N -4.0174 -0.4878 0.0000  -0.462
H -3.2061 1.4568 0.0000  0.256
H 2.3709 1.7470 1.1969  0.221
C 2.5443 0.6668 -1.2512  -0.504
N -1.8000 -0.2542 0.0001  -0.317
H 3.1732 0.4654 2.1415  0.277
C -2.1891 -1.6216 0.0001  -0.025
C -0.4179 0.4157 -0.0002  -0.275
C 3.3180 0.2677 0.0004  -0.450
S 0.9263 -0.2194 -1.2808  0.161
H -1.4676 -2.3483 0.0000  0.254
H -0.3458 1.6565 0.0003  0.286
H -4.1666 -2.6060 0.0000  0.266
S 0.9245 -0.2201 1.2810  0.161

No. 3
Here is C4H12N4 in the gas phase in a non-equilibrium geometry from the Open Molecules 2025 dataset. Energies are from the ωB97M-V functional and the def2-TZVPD basis.

2S+1 = 1
energy relative to the best compared isomer or geometry (same formula, charge and spin) = 370.0 kJ/mol
structure (SMILES) = C=NCN(N)N(C)C
Kohn-Sham gap = 8.960 eV

Last column: natural (NBO) charge in e.
Element x y z (Å)
H 0.6541 2.8180 0.5826  0.138
H 1.2465 -2.3723 0.9535  0.183
H -1.1444 -0.2118 -2.3731  0.324
C 1.3499 -0.4459 -0.8590  -0.429
N 0.2048 -0.9498 -0.1388  -0.359
N -1.2089 -0.4248 -0.3411  -0.109
H -0.7317 1.6261 -0.8287  0.132
H -2.1539 1.2776 0.2657  0.214
H 0.7296 2.3350 2.3777  0.178
H -0.4619 -2.1288 1.4206  0.215
H -1.8953 -1.5694 -1.7769  0.365
N -1.7340 -0.5807 -1.6162  -0.649
H 1.0457 0.1451 -1.7295  0.193
C -1.1336 0.9896 0.0000  -0.093
N -0.3245 1.0775 1.1778  -0.392
H 1.9311 -1.3015 -1.2162  0.197
H 0.7545 -0.9313 1.8808  0.178
C 0.4232 2.0902 1.3678  -0.058
H 1.9968 0.1966 -0.2418  0.173
C 0.4518 -1.6393 1.0948  -0.402

No. 4
Here is C25H26N2O5 in the gas phase in a non-equilibrium geometry from the Open Molecules 2025 dataset. Energies are from the ωB97M-V functional and the def2-TZVPD basis.

2S+1 = 1
energy relative to the best compared isomer or geometry (same formula, charge and spin) = 78.1 kJ/mol
structure (SMILES) = CCCc1nc2ccccc2c(C(=O)OCC(=O)NCc2ccc3c(c2)OCO3)c1CC
Kohn-Sham gap = 7.929 eV

Last column: natural (NBO) charge in e.
Element x y z (Å)
C 1.6555 3.6731 0.4447  0.649
H -0.2040 4.7818 0.4471  0.222
H -3.4076 -2.3435 1.9103  0.215
N 2.3497 2.8007 -0.3115  -0.615
C -4.7016 -0.4562 0.3242  -0.446
H 1.2475 1.3007 1.6264  0.222
H 0.3665 -0.9571 2.1318  0.232
C 3.6693 -0.5014 0.0878  -0.263
C -0.9207 -2.8957 -1.1562  -0.180
O 2.0304 4.1152 1.5065  -0.606
H 2.4223 -4.5898 -0.1233  0.157
H 1.1490 0.2531 -2.0243  0.225
O -0.5337 2.8564 -0.0978  -0.500
H 2.0344 -1.9665 -2.4841  0.218
C -4.4842 -2.2948 2.0467  -0.608
C 1.0593 -1.8623 -2.0315  -0.204
H 4.5782 -0.3902 -0.4801  0.225
C 1.7824 0.4323 1.2730  -0.220
C 0.2871 4.0227 -0.1624  -0.173
H -4.7041 -1.5977 2.8535  0.194
O 1.7412 -3.2447 1.2800  -0.490
H 3.7606 2.5105 1.1439  0.245
C 3.1759 -1.7444 0.3970  0.237
C -2.6112 0.8329 -0.3767  0.008
H -2.9074 2.9241 -0.7017  0.215
H -4.8402 0.2356 1.1559  0.211
C 0.3162 -3.0106 -1.7238  -0.217
C 1.2779 -0.8294 1.5729  -0.271
H -6.2379 -1.8387 0.8905  0.199
C -1.4643 -1.6222 -0.8936  0.122
C 2.9517 0.6060 0.5461  -0.035
C 3.4305 2.0048 0.2312  -0.248
C 2.8125 -3.9178 0.6557  0.239
H 3.3614 -4.5125 1.4052  0.157
H -4.8395 -3.2795 2.3399  0.209
O 3.6848 -2.9735 0.0730  -0.483
C 0.5644 -0.6144 -1.7661  -0.200
H 1.9475 2.4884 -1.1855  0.417
C -3.2748 -0.4118 -0.1547  0.251
C 1.9971 -1.9096 1.1255  0.296
N -2.7082 -1.5608 -0.3907  -0.417
H -1.5182 -3.7583 -0.9071  0.225
H 4.2577 1.9766 -0.4819  0.203
C -3.1897 2.5221 1.3902  -0.597
H -4.3763 2.0246 -0.3392  0.218
C -1.3288 0.7946 -0.8882  -0.123
H -2.1477 2.6987 1.6397  0.222
H -4.9151 -2.5603 -0.0390  0.220
H -3.7537 3.4322 1.5801  0.211
H 0.3874 4.3546 -1.2008  0.219
C -3.3199 2.1256 -0.0837  -0.430
C -5.1543 -1.8515 0.7528  -0.389
H 0.7257 -3.9850 -1.9478  0.212
H -5.3360 -0.1111 -0.4993  0.223
C -0.5322 2.0251 -1.1441  0.808
C -0.7128 -0.4551 -1.1948  0.003
O 0.1023 2.2421 -2.1520  -0.614
H -3.5671 1.7393 2.0432  0.202

No. 5
Here is a gas-phase ion, C2H10N6 (charge +2) in a non-equilibrium geometry from the Open Molecules 2025 dataset. Energies are from the ωB97M-V functional and the def2-TZVPD basis.

2S+1 = 1
energy relative to the best compared isomer or geometry (same formula, charge and spin) = 295.7 kJ/mol
net charge = +2
Kohn-Sham gap = 8.443 eV

Last column: natural (NBO) charge in e.
Element x y z (Å)
N -1.7562 1.3673 -0.8195  -0.638
H -1.7047 1.7447 -1.7955  0.406
H -2.5064 -1.2958 -2.4627  0.468
C 0.3383 0.7470 0.0242  0.157
H -1.4442 2.1806 -0.2724  0.403
H 2.3090 1.0566 1.8778  0.254
H 3.6352 -0.5403 2.7006  0.444
H -2.8161 -1.5178 -0.8069  0.429
C 2.2605 0.0619 1.3505  0.405
H 3.2069 -1.8135 1.7721  0.453
N -0.9692 -0.7876 -1.2144  -0.245
H 1.0200 -1.0860 0.0896  0.457
N 3.0859 -0.7578 1.9514  -0.650
H -3.0818 -0.1582 -1.3402  0.457
H 0.3501 1.6085 0.5821  0.223
N -2.4321 -0.9809 -1.4745  -0.552
N -0.7556 0.3653 -0.6583  0.069
N 1.2604 -0.1942 0.4962  -0.540

No. 6
Here is 2 unconnected molecules or ions with the total composition CH3ClFNO3S in a non-equilibrium geometry from the Open Molecules 2025 dataset. Energies are from the ωB97M-V functional and the def2-TZVPD basis.

2S+1 = 1
energy relative to the best compared isomer or geometry (same formula, charge and spin) = 123.3 kJ/mol
Kohn-Sham gap (spin up / spin down) = 8.204 / 8.604 eV

Last column: natural (NBO) charge in e.
Element x y z (Å)
S 0.6297 0.2710 -0.8418  2.423
C -2.7304 -0.1679 0.4187  0.099
O 1.5497 1.1792 -1.3488  -0.865
H 4.2659 0.0591 1.1263  0.268
O 0.4665 -1.0507 -1.4069  -0.894
H -3.0837 0.7793 1.0101  0.207
F 0.9376 0.0532 0.7679  -0.511
N -0.8745 0.9714 -0.5075  -0.486
O -1.5990 -0.1194 -0.2417  -0.190
Cl 3.5385 -0.7572 0.4389  -0.267
H -3.1005 -1.2180 0.5847  0.215

The E results, record by record, are as follows: -511.56058, -1178.85524, -378.49733, -1454.01010, -409.96568, -1278.44207 Ha.